Here is a molecular structure, C51H56MgN5O3S3 at a distorted geometry from the Open Molecules 2025 dataset. Energies are from ωB97M-V with the def2-TZVPD basis set.

Element x y z (Å)
1 Mg -1.103 0.643 -0.593
2 C -1.465 4.698 6.619
3 C -1.418 3.516 5.733
4 C -0.685 3.599 4.580
5 C -0.819 2.577 3.612
6 C -1.640 1.495 3.872
7 C -2.399 1.433 5.010
8 C -2.280 2.453 5.943
9 S -1.911 0.302 2.555
10 O -0.964 0.729 1.414
11 C -1.385 -1.206 3.309
12 C -2.417 -2.114 3.716
13 C -2.047 -3.279 4.379
14 C -0.757 -3.597 4.661
15 C -0.419 -4.560 5.646
16 C 0.883 -4.855 5.988
17 C 1.925 -4.113 5.446
18 C 1.625 -3.013 4.585
19 C 0.330 -2.785 4.142
20 C -0.018 -1.548 3.441
21 C 1.101 -0.609 3.085
22 C 1.674 0.307 4.065
23 C 1.176 0.473 5.365
24 C 1.757 1.348 6.258
25 C 2.991 1.913 5.999
26 C 3.601 1.736 4.723
27 C 2.877 1.035 3.687
28 C 3.303 1.051 2.376
29 C 2.546 0.352 1.417
30 C 1.582 -0.571 1.776
31 S 0.764 -1.559 0.511
32 O 0.451 -0.519 -0.617
33 C 2.093 -2.531 -0.147
34 C 3.310 -2.677 0.562
35 C 4.425 -3.266 -0.025
36 C 4.358 -3.695 -1.331
37 C 5.517 -4.294 -2.082
38 C 3.172 -3.481 -2.025
39 C 1.999 -3.050 -1.432
40 H -2.174 4.536 7.482
41 H -1.687 5.588 6.081
42 H -0.476 4.894 7.085
43 H 0.144 4.395 4.445
44 H -0.312 2.692 2.601
45 H -3.107 0.630 5.141
46 H -2.807 2.283 6.850
47 H -3.450 -1.800 3.571
48 H -2.793 -4.009 4.652
49 H -1.243 -5.073 6.108
50 H 1.024 -5.626 6.695
51 H 2.972 -4.375 5.625
52 H 2.439 -2.326 4.374
53 H 0.235 -0.033 5.649
54 H 1.223 1.461 7.201
55 H 3.489 2.298 6.879
56 H 4.668 2.009 4.486
57 H 4.227 1.612 2.135
58 H 2.748 0.466 0.346
59 H 3.343 -2.497 1.640
60 H 5.389 -3.492 0.465
61 H 5.805 -3.532 -2.895
62 H 5.280 -5.285 -2.504
63 H 6.421 -4.406 -1.458
64 H 3.173 -3.645 -3.114
65 H 1.066 -2.966 -1.988
66 N -4.832 2.564 -4.361
67 C -4.743 1.982 -2.995
68 C -3.890 0.716 -3.025
69 C -4.048 -0.011 -1.680
70 N -2.748 -0.655 -1.217
71 C -4.594 0.900 -0.565
72 C -4.017 2.311 -0.603
73 N -2.578 2.395 -0.108
74 C -4.209 2.971 -1.982
75 H -5.197 1.813 -5.010
76 H -3.877 2.869 -4.684
77 H -5.423 3.391 -4.418
78 H -5.767 1.646 -2.683
79 H -2.913 1.050 -3.231
80 H -4.276 0.011 -3.875
81 H -4.795 -0.836 -1.797
82 H -2.291 -0.981 -2.075
83 H -3.056 -1.488 -0.721
84 H -4.440 0.441 0.415
85 H -5.661 1.010 -0.746
86 H -4.711 2.896 0.059
87 H -2.576 2.440 0.913
88 H -2.141 3.279 -0.398
89 H -3.253 3.330 -2.389
90 H -4.860 3.863 -1.885
91 C 4.381 3.023 -4.226
92 C 3.760 1.820 -4.998
93 C 2.910 0.837 -4.155
94 N 1.890 1.531 -3.376
95 C 0.578 1.497 -3.573
96 S -0.612 2.278 -2.614
97 N 0.041 0.695 -4.509
98 C -0.030 -0.679 -4.464
99 O -0.024 -1.316 -3.396
100 C -0.248 -1.266 -5.816
101 C -0.638 -2.615 -5.932
102 C -1.250 -3.040 -7.129
103 C -1.291 -2.242 -8.214
104 C -0.747 -0.942 -8.211
105 C -0.213 -0.468 -7.015
106 H 3.760 3.458 -3.420
107 H 4.684 3.780 -4.950
108 H 5.274 2.703 -3.750
109 H 4.578 1.220 -5.462
110 H 3.150 2.130 -5.864
111 H 3.493 0.230 -3.469
112 H 2.376 0.107 -4.763
113 H 2.231 2.099 -2.579
114 H -0.509 1.111 -5.263
115 H -0.539 -3.276 -5.082
116 H -1.563 -4.066 -7.215
117 H -1.704 -2.584 -9.172
118 H -0.590 -0.474 -9.186
119 H 0.420 0.406 -6.911

- 2S+1 = 1
- orbital gap (eV) = 6.7
- charge = +3
- total energy (a.u.) = -3870.410056
- highest occupied orbital energy (eV) = -13.8

Mulliken population analysis, charges in e, atoms 1 to 8: 1.8232, -1.5002, 1.1499, -0.7396, 0.2897, 0.4883, -0.7655, -0.8688